The following is a quantum chemistry calculation of the molecule C22H29N7O at a distorted geometry, from the Open Molecules 2025 dataset.

Summary:
Frontier orbital gap, eV: 7.95
2S+1: 1
Energy relative to the best compared isomer or geometry (same formula, charge and spin), eV: 0.000
F_max, eV/A: 1.082
SMILES string: CCCCN(C)C(=O)c1nc2ccccn2c1CN1CCN(c2ncccn2)CC1

```
59
Properties=species:S:1:pos:R:3:forces:R:3
C 5.3238 2.7078 0.6332 0.00 -0.18 -0.08
C 5.5635 1.2169 0.8401 0.01 0.11 0.21
C 5.0516 0.7087 2.1882 -0.16 -0.06 -0.25
C 3.5304 0.8123 2.3406 0.26 0.36 0.24
N 2.8165 0.0862 1.3109 -0.03 0.08 0.08
C 2.9280 -1.3508 1.3445 0.00 -0.48 -0.03
C 2.1729 0.7899 0.3573 0.02 0.13 0.21
O 2.0760 2.0138 0.4128 -0.09 0.15 -0.15
C 1.5677 0.0587 -0.7781 -0.53 0.05 -0.94
N 1.9812 -1.1578 -1.2116 0.24 -0.31 -0.13
C 1.2796 -1.4214 -2.2930 -0.06 0.32 0.27
C 1.3088 -2.5461 -3.1307 -0.25 -0.21 -0.51
C 0.4761 -2.5901 -4.2109 0.36 -0.17 0.31
C -0.3948 -1.5107 -4.4786 -0.13 0.38 0.14
C -0.4222 -0.4249 -3.6618 -0.52 -0.13 -0.71
N 0.3924 -0.3769 -2.5781 0.65 -0.47 0.37
C 0.5761 0.5691 -1.6114 0.39 0.47 0.69
C -0.1851 1.8562 -1.5297 -0.10 0.20 -0.01
N -1.3791 1.8857 -0.7080 -0.08 0.15 -0.15
C -2.5171 1.1030 -1.1324 -0.03 -0.26 0.06
C -2.5058 -0.3440 -0.6071 -0.19 0.11 -0.40
N -2.3673 -0.3184 0.8293 0.26 0.06 -0.21
C -3.4089 -0.5678 1.6419 -0.41 -0.29 0.38
N -3.2377 -0.3543 2.9571 0.27 0.15 -0.03
C -4.2508 -0.6468 3.7449 -0.30 -0.10 -0.06
C -5.4539 -1.1524 3.2710 0.01 -0.01 -0.01
C -5.5266 -1.3364 1.8974 -0.04 0.04 0.31
N -4.5310 -1.0532 1.0835 0.09 0.05 -0.27
C -1.1918 0.3865 1.2871 0.27 0.34 0.21
C -1.1914 1.8198 0.7262 0.08 -0.14 0.21
H 4.2613 2.9189 0.5485 -0.07 0.10 0.01
H 5.8073 3.0412 -0.2823 0.03 0.11 -0.07
H 5.7311 3.2804 1.4642 0.06 0.11 0.08
H 6.6358 1.0122 0.7828 -0.04 -0.07 -0.07
H 5.0783 0.6606 0.0349 0.07 -0.09 -0.06
H 5.3564 -0.3330 2.3142 0.04 -0.02 0.10
H 5.5089 1.2889 2.9924 0.04 -0.04 0.08
H 3.2343 0.4189 3.3194 -0.03 0.03 -0.08
H 3.2169 1.8547 2.2732 0.02 -0.15 0.11
H 3.7354 -1.7061 0.7011 -0.03 -0.09 0.08
H 3.1251 -1.6585 2.3713 0.00 0.05 0.04
H 2.0049 -1.8160 1.0064 0.13 -0.03 0.11
H 1.9948 -3.3412 -2.8915 0.07 -0.09 0.03
H 0.4772 -3.4428 -4.8709 0.03 -0.10 -0.04
H -1.0438 -1.5443 -5.3383 -0.08 0.08 -0.05
H -1.0669 0.4220 -3.8370 0.00 0.03 0.05
H -0.4767 2.1694 -2.5381 0.07 0.04 0.01
H 0.4958 2.6062 -1.1193 -0.06 -0.13 -0.21
H -2.5833 1.1125 -2.2214 -0.04 0.03 -0.04
H -3.4137 1.5929 -0.7333 -0.06 -0.08 -0.08
H -3.4377 -0.8506 -0.8558 0.18 0.03 -0.06
H -1.6631 -0.9056 -1.0246 -0.05 0.00 -0.02
H -4.0865 -0.4631 4.8001 -0.08 -0.03 0.09
H -6.2767 -1.3839 3.9253 -0.08 -0.03 0.06
H -6.4195 -1.7240 1.4209 -0.10 -0.04 0.06
H -1.2033 0.4051 2.3758 0.11 0.00 -0.13
H -0.3071 -0.1571 0.9406 -0.08 0.01 0.09
H -0.2551 2.3155 0.9808 -0.05 0.04 0.05
H -2.0214 2.3673 1.1884 0.03 -0.03 0.10
```
Positions in Å, forces in eV/Å.

---

The following is a quantum chemistry calculation of C22H29NO3PtSSi3 as an isolated structure at a distorted geometry, from the Open Molecules 2025 dataset.

Summary:
Frontier orbital gap, eV: 7.66
2S+1: 1
Energy relative to the best compared isomer or geometry (same formula, charge and spin), eV: 1.926
F_max, eV/A: 1.420

```
60
Properties=species:S:1:pos:R:3:forces:R:3
Pt 0.5571 0.7447 0.5943 -0.73 0.54 0.04
C 1.3132 -2.6628 -0.7998 -0.12 -0.09 0.10
Si 0.0465 -1.6237 0.1277 0.27 0.11 -0.39
C -1.6632 -1.7174 -0.6233 0.03 0.07 0.06
C 0.0761 -2.4700 1.7976 -0.23 0.07 0.05
C -0.4198 -3.7714 1.9264 -0.02 0.01 -0.03
C -0.3391 -4.4433 3.1331 0.03 0.00 0.04
C 0.2493 -3.8267 4.2327 -0.02 -0.02 -0.02
C 0.7479 -2.5416 4.1145 0.01 0.01 0.00
C 0.6641 -1.8548 2.8978 0.12 -0.02 0.05
Si 1.3076 -0.1154 2.7581 0.07 -0.02 -0.02
C 3.1642 -0.0178 2.7467 -0.03 0.02 -0.09
C 0.5512 0.8408 4.1645 0.15 0.05 -0.01
H 1.0071 -3.7127 -0.7658 0.00 -0.01 0.10
H 2.2860 -2.5929 -0.3080 0.00 0.02 0.01
H 1.4363 -2.3647 -1.8331 -0.02 -0.06 -0.06
H -1.9507 -2.7614 -0.7684 0.01 -0.02 0.00
H -1.6946 -1.2094 -1.5866 0.01 -0.01 -0.02
H -2.4038 -1.2590 0.0351 0.00 -0.01 0.00
H -0.8703 -4.2712 1.0754 -0.03 0.00 0.00
H -0.7310 -5.4484 3.2219 0.00 0.00 0.00
H 0.3134 -4.3494 5.1783 0.00 0.00 0.00
H 1.2001 -2.0718 4.9812 0.01 0.01 0.00
H 3.5237 -0.4775 3.6723 0.03 0.00 0.00
H 3.5174 1.0127 2.7126 -0.02 0.02 0.00
H 3.5910 -0.5629 1.9050 0.00 -0.02 0.00
H 0.9394 0.3994 5.0884 -0.05 -0.02 0.02
H -0.5348 0.7521 4.1699 0.00 -0.03 -0.01
H 0.8151 1.8937 4.1402 0.04 0.01 0.05
O -1.7716 6.0797 2.3138 0.02 0.11 -0.07
S -1.1410 5.5799 1.1270 0.13 -0.12 0.12
O -0.6688 6.4978 0.1389 0.04 -0.05 -0.08
N 0.0567 4.5185 1.5591 -0.21 0.00 0.20
C -0.3588 3.3036 1.4476 -0.10 -0.03 -0.07
O 0.3762 2.3020 1.8511 0.04 0.04 0.09
C -1.7089 3.1109 0.8027 0.15 0.13 0.04
C -2.4283 1.9598 0.5312 -0.02 0.05 -0.01
C -3.6133 2.0821 -0.1882 0.01 0.04 0.02
C -4.0653 3.3259 -0.6141 -0.01 -0.02 -0.02
C -3.3685 4.4883 -0.2949 -0.08 -0.02 0.09
C -2.2075 4.3481 0.4294 -0.05 -0.15 -0.06
H -2.0908 0.9877 0.8699 0.03 0.03 -0.03
H -4.1879 1.1955 -0.4213 -0.01 0.00 -0.01
H -4.9783 3.3922 -1.1908 -0.01 0.00 0.00
H -3.7265 5.4632 -0.5959 -0.01 0.01 0.00
C 2.7679 -1.6005 -4.3632 -0.01 0.03 0.01
Si 1.2806 -0.4857 -4.1808 -0.04 0.04 -0.01
C 1.4796 1.1004 -5.1390 0.01 0.00 0.03
C -0.2679 -1.3858 -4.7139 0.02 -0.01 0.00
C 1.0815 -0.0713 -2.3876 -0.23 0.48 -0.25
C 0.8354 0.2259 -1.2312 0.82 -1.15 0.14
H 2.9287 -1.8333 -5.4180 0.01 0.00 -0.01
H 2.6231 -2.5422 -3.8321 0.01 -0.02 0.00
H 3.6743 -1.1324 -3.9774 0.00 0.02 0.00
H 1.7115 0.8891 -6.1848 -0.01 0.00 -0.02
H 2.2808 1.7171 -4.7305 0.03 -0.01 0.00
H 0.5592 1.6853 -5.1060 -0.01 0.01 0.00
H -0.2176 -1.6353 -5.7762 0.00 -0.01 -0.01
H -1.1534 -0.7679 -4.5560 0.00 0.01 0.00
H -0.4005 -2.3158 -4.1575 0.01 0.00 0.01
```
Positions in Å, forces in eV/Å.

---

The following is a quantum chemistry calculation of C22H30BCl5N4O4PS2Sc as an isolated structure at a distorted geometry, from the Open Molecules 2025 dataset.

Summary:
Frontier orbital gap, eV: 7.56
2S+1: 1
Energy relative to the best compared isomer or geometry (same formula, charge and spin), eV: 0.778
F_max, eV/A: 4.326

```
70
Properties=species:S:1:pos:R:3:forces:R:3
Sc 0.2465 1.2551 -1.3309 -1.69 -2.09 0.78
Cl 2.4478 1.7358 -2.7129 -0.31 0.50 0.59
C 1.7496 3.2506 -2.0351 -0.23 2.14 0.24
C 0.3905 3.3530 -1.8764 -0.48 -0.67 -1.15
C -0.2316 4.6022 -1.8168 1.40 -0.03 0.56
Cl -1.8975 4.7557 -2.0344 -1.03 0.07 0.01
C 0.5280 5.7572 -1.6147 -0.20 -0.34 0.26
Cl -0.2287 7.2865 -1.3481 0.20 -0.25 -0.19
C 1.9188 5.6321 -1.5657 0.37 -0.32 -0.81
Cl 2.8739 7.0622 -1.5295 0.15 -0.15 0.30
C 2.5331 4.3941 -1.8272 0.09 -0.30 0.04
Cl 4.2260 4.2233 -1.8693 0.65 0.25 -0.10
C -0.9828 -2.0680 -4.8699 -0.93 -0.03 -0.39
N -2.0064 -2.0364 -3.8331 0.03 0.09 2.67
C -3.3879 -2.1952 -3.9567 0.04 0.11 -0.90
C -3.9612 -2.0991 -2.7308 0.68 0.19 0.47
N -2.9289 -1.9328 -1.8051 1.14 0.58 -1.35
B -3.0608 -1.8469 -0.2943 0.24 -0.99 0.65
N -3.3558 -0.4220 0.2698 -0.66 1.98 0.94
C -4.0053 -0.2882 1.5416 0.42 -2.19 -1.91
C -3.9140 0.9776 1.9291 0.44 1.98 0.85
N -3.2098 1.6950 0.9551 -0.40 -1.94 -0.80
C -2.8653 3.0998 1.0647 0.07 0.04 0.58
C -2.9420 0.8146 -0.0926 -0.06 0.26 1.10
S -2.3304 1.4468 -1.6058 0.36 -0.54 0.42
C -1.7178 -1.8549 -2.4585 -3.66 -0.49 -2.26
S -0.2217 -1.6339 -1.8199 2.31 1.00 0.76
H -1.2656 -2.8459 -5.5787 0.21 -0.13 0.02
H 0.0019 -2.2618 -4.4465 -0.26 0.04 0.10
H -0.9945 -1.1285 -5.4252 0.21 0.09 0.13
H -3.8330 -2.3451 -4.9467 0.19 0.12 0.64
H -5.0039 -2.0579 -2.3801 0.80 -0.29 -0.48
H -2.0447 -2.2567 0.2121 0.05 0.25 -0.09
H -3.9176 -2.6215 0.0581 -0.46 0.32 0.01
H -4.4679 -1.2196 1.9114 0.36 1.05 0.13
H -4.2265 1.5090 2.8435 0.12 -0.62 -0.70
H -2.7944 3.2941 2.1437 -0.11 0.15 -0.32
H -3.6280 3.7430 0.6180 0.17 -0.09 -0.03
H -1.8800 3.3195 0.6469 -0.26 -0.24 -0.16
C -0.3922 -2.9002 2.9527 0.52 -1.14 -0.85
C 0.3336 -1.5867 3.1975 0.36 -0.24 0.34
C 1.6030 -1.7879 4.0253 0.73 0.54 0.07
C -0.5753 -0.5208 3.7817 0.20 0.52 0.38
O 0.7679 -1.1475 1.8771 -0.01 -0.37 -0.87
P 1.4197 0.2028 1.3572 -0.84 0.50 2.03
O 2.0662 0.9542 2.4639 -0.06 -0.31 -1.07
O 0.2720 0.9769 0.6103 0.69 0.11 -0.50
O 2.3105 -0.2403 0.1236 0.28 0.30 -0.68
C 3.5355 -1.0867 0.0546 -0.82 -0.29 0.05
C 4.2446 -1.0454 1.3829 0.23 0.66 0.50
C 3.0279 -2.4858 -0.1920 0.36 -1.63 -0.36
C 4.3333 -0.5374 -1.1034 0.04 0.68 -0.78
H -0.6723 -3.4653 3.8623 0.11 0.65 -0.25
H 0.2794 -3.5870 2.3665 -0.44 0.62 0.55
H -1.2617 -2.7596 2.3044 -0.05 0.11 0.25
H 1.3920 -1.9596 5.0865 -0.10 -0.05 -0.20
H 2.2172 -0.8670 3.9401 -0.43 -0.43 0.24
H 2.2435 -2.6094 3.6544 -0.55 0.15 0.05
H -0.9208 -0.7614 4.8080 0.26 -0.04 -0.58
H -1.4539 -0.3832 3.1384 0.20 0.03 0.10
H 0.0242 0.4100 3.8230 -0.53 -0.28 0.07
H 3.5630 -1.4608 2.1366 0.37 0.07 -0.07
H 4.4253 0.0146 1.6516 0.20 -0.65 0.02
H 5.1795 -1.6422 1.3716 -0.52 0.44 -0.09
H 2.2965 -2.8083 0.5778 0.37 0.37 -0.49
H 3.8810 -3.2113 -0.1529 -0.49 0.61 0.11
H 2.5983 -2.6398 -1.1962 -0.10 0.36 0.42
H 4.5765 0.5344 -0.9858 -0.18 -0.45 0.18
H 3.7963 -0.6374 -2.0684 0.08 -0.06 0.60
H 5.2774 -1.0547 -1.2386 0.13 -0.28 0.22
```
Positions in Å, forces in eV/Å.

---

The following is a quantum chemistry calculation of C22H30Br24NO2P as an isolated structure, from the Open Molecules 2025 dataset.

Summary:
Frontier orbital gap, eV: 7.08
2S+1: 1
Energy relative to the best compared isomer or geometry (same formula, charge and spin), eV: 0.000
F_max, eV/A: 0.711

```
80
Properties=species:S:1:pos:R:3:forces:R:3
C 4.0292 -0.5425 1.9662 -0.12 -0.24 -0.03
C 2.9395 -0.4263 0.8900 -0.02 0.11 0.28
P 2.6781 1.3532 0.4425 0.51 0.38 -0.04
C 2.4533 1.3486 -1.3676 -0.29 -0.51 -0.40
C 1.4473 0.3444 -1.9984 0.21 0.37 0.27
C 1.0762 1.7805 1.1920 -0.36 -0.33 0.23
C 0.9830 1.9116 2.5246 0.05 -0.11 -0.31
C -0.3234 2.2275 3.1639 0.06 -0.07 -0.07
O -0.3832 2.7902 4.2351 -0.08 -0.11 0.27
C -1.5276 1.8021 2.4083 0.08 -0.01 -0.39
C -1.4749 1.6830 1.0759 -0.24 -0.24 0.26
C -2.6711 1.2333 0.2644 0.02 -0.14 0.04
C -2.3631 0.3651 -0.9703 -0.33 0.09 -0.12
C -2.1762 -1.1272 -0.6777 0.45 -0.04 -0.17
C -1.1422 -1.4744 0.4062 -0.12 -0.54 0.06
N -1.2505 -2.8584 0.9065 -0.04 0.43 -0.16
C -0.1774 2.0256 0.4010 0.09 0.13 0.18
O -0.1468 2.5181 -0.7040 -0.13 0.02 -0.04
H 4.2048 -1.5963 2.2055 0.02 0.12 0.00
H 3.7354 -0.0401 2.8930 0.04 0.00 -0.12
H 4.9697 -0.1042 1.6226 -0.10 -0.01 0.06
H 2.0066 -0.8726 1.2501 0.10 -0.07 -0.20
H 3.2670 -0.9448 -0.0176 -0.18 0.02 0.06
H 3.4525 1.1285 -1.7630 -0.01 0.17 0.14
H 2.2256 2.3744 -1.6587 0.05 -0.18 0.05
H 0.7706 0.8693 -2.6754 0.08 -0.12 -0.02
H 0.8327 -0.1278 -1.2288 0.06 -0.05 -0.19
H 1.9825 -0.4312 -2.5521 -0.18 0.02 0.06
H 1.8444 1.7932 3.1775 -0.10 0.23 0.00
H -2.4445 1.5883 2.9505 0.11 0.21 0.09
H -3.2737 2.1019 -0.0257 0.24 -0.01 -0.05
H -3.3025 0.6481 0.9478 0.01 0.15 -0.08
H -3.2142 0.4676 -1.6556 0.12 -0.05 0.07
H -1.5080 0.7643 -1.5212 -0.05 -0.04 0.15
H -3.1284 -1.6120 -0.4297 0.03 0.21 0.10
H -1.8250 -1.5961 -1.6088 -0.21 -0.06 0.10
H -0.1329 -1.3825 -0.0139 -0.12 0.24 0.21
H -1.2308 -0.8214 1.2786 0.10 0.03 -0.15
H -1.3550 -3.4738 0.1058 0.04 -0.09 0.18
H -2.1066 -2.9354 1.4482 0.03 -0.12 -0.11
C -6.2636 -2.8716 2.0266 -0.06 -0.03 -0.04
Br -7.6484 -2.3820 3.2655 0.02 0.00 -0.01
Br -6.0441 -1.5463 0.6514 0.10 0.06 0.17
Br -4.6130 -3.2674 2.9356 0.02 0.03 -0.03
H -6.5771 -3.7817 1.5341 -0.01 0.01 0.00
C -0.8380 -6.4910 -1.6080 0.05 -0.02 0.08
Br -0.9775 -7.3698 -3.3108 0.00 0.01 0.01
Br 0.6800 -5.3134 -1.5303 -0.01 0.01 -0.01
Br -2.4624 -5.5705 -1.1529 -0.12 -0.01 -0.15
H -0.6902 -7.2594 -0.8615 0.00 0.00 0.01
C 3.1741 5.5560 -2.8456 -0.03 0.15 0.08
Br 4.5441 4.2070 -2.9464 -0.01 -0.01 0.02
Br 2.7169 6.1898 -4.6034 -0.09 0.02 0.03
Br 1.6266 4.9592 -1.8736 0.05 0.02 -0.09
H 3.5813 6.3926 -2.2963 0.07 -0.02 -0.03
C -0.2567 3.2499 7.5903 -0.01 0.03 -0.15
Br -2.0659 3.1869 8.2407 0.01 0.00 0.01
Br 0.7391 4.6777 8.4084 -0.01 -0.01 0.01
Br 0.6284 1.5574 7.8046 0.01 -0.02 0.01
H -0.3015 3.4484 6.5274 -0.01 -0.02 0.01
C -6.7248 -3.9750 -3.0391 0.07 0.15 0.02
Br -5.3133 -3.7771 -4.3268 -0.01 0.01 0.01
Br -6.0791 -4.8300 -1.4385 -0.04 -0.15 0.04
Br -7.5626 -2.2951 -2.6224 -0.06 -0.03 -0.18
H -7.4772 -4.6144 -3.4773 0.00 -0.03 0.05
C 6.8947 4.0824 0.4742 0.10 0.07 -0.04
Br 8.4137 3.1817 1.2399 0.05 0.00 0.01
Br 5.2725 3.0851 0.7248 -0.04 -0.01 0.00
Br 6.7364 5.8860 1.1318 0.00 0.03 0.00
H 7.0678 4.1506 -0.5905 0.04 0.03 -0.01
C 4.1564 8.1970 -7.5572 0.01 -0.01 0.06
Br 4.6859 6.3631 -7.7727 0.06 -0.01 -0.10
Br 5.2381 9.3829 -8.6150 -0.02 -0.01 0.00
Br 2.2807 8.4302 -7.9149 -0.01 0.00 0.01
H 4.3154 8.4545 -6.5194 0.00 0.00 0.00
C -1.8024 -9.9642 1.4547 -0.05 -0.03 0.08
Br -0.4788 -9.9406 0.0570 0.00 0.03 -0.02
Br -1.0651 -10.6106 3.1071 0.00 0.01 -0.01
Br -2.6473 -8.2495 1.6805 0.08 -0.02 -0.07
H -2.5703 -10.6600 1.1492 0.00 0.00 0.00
```
Positions in Å, forces in eV/Å.